one:
Below is a single CH3NOP2S molecule, with properties calculated with ωB97M-V/def2-TZVPD.

## Properties
E_LUMO (alpha / beta): -1.69 / -1.71 eV
multiplicity: 1
HOMO (alpha / beta): -8.314 / -8.303 eV

Each atom is followed by the atoms it is bonded to, with distances in Å.
Cartesian coordinates (Å):
1 C -1.112 0.449 0.152  N2 1.300, P4 1.790, H7 1.112
2 N -2.111 -0.359 -0.044  C1 1.300, S6 1.520
3 O 0.289 -1.192 1.825  P4 1.510
4 P 0.183 0.244 1.371  C1 1.790, O3 1.510, H8 1.428
5 P -0.219 -2.913 0.110  S6 2.209, H9 1.402
6 S -2.167 -1.879 -0.025  N2 1.520, P5 2.209
7 H -1.462 1.459 -0.155  C1 1.112
8 H 1.408 0.699 0.795  P4 1.428
9 H 0.331 -1.836 -0.600  P5 1.402


two:
Below is a single CH3NOP2S molecule, with properties calculated with ωB97M-V/def2-TZVPD.

## Properties
E_LUMO (alpha / beta): -0.58 / -1.45 eV
multiplicity: 1
HOMO (alpha / beta): -8.593 / -7.765 eV

Each atom is followed by the atoms it is bonded to, with distances in Å.
Cartesian coordinates (Å):
1 C 1.195 0.883 -1.032  N2 1.241, P4 1.908, H7 1.027
2 N 2.126 0.129 -0.709  C1 1.241, S6 1.581
3 O -0.871 -0.356 0.472  P4 1.720, P5 1.605
4 P -0.129 1.186 0.308  C1 1.908, O3 1.720, H8 1.368
5 P -2.076 -1.148 -0.235  O3 1.605, H9 1.312
6 S 2.599 -1.001 0.291  N2 1.581
7 H 1.435 1.604 -1.723  C1 1.027
8 H 0.600 0.945 1.441  P4 1.368
9 H -2.155 -1.851 0.870  P5 1.312


three:
Below is a single CH3NOP2S molecule, with properties calculated with ωB97M-V/def2-TZVPD.

## Properties
E_LUMO: -0.09 eV
multiplicity: 1
HOMO: -9.447 eV

Each atom is followed by the atoms it is bonded to, with distances in Å.
Cartesian coordinates (Å):
1 C -0.514 -0.378 -0.905  N2 1.368, S6 1.888, H7 1.104, H8 1.134
2 N 0.671 -1.057 -0.827  C1 1.368, P3 1.541
3 P 1.751 -1.053 0.272  N2 1.541, O4 1.627
4 O 1.260 0.071 1.341  P3 1.627, P5 1.768
5 P 0.244 1.514 1.228  O4 1.768, S6 2.144, H9 1.396
6 S -0.489 1.507 -0.787  C1 1.888, P5 2.144
7 H -1.070 -0.562 -1.841  C1 1.104
8 H -0.989 -0.740 0.059  C1 1.134
9 H -0.865 0.698 1.459  P5 1.396


four:
Below is 3 unconnected molecules or ions with the total composition CH3NOP2S, with properties calculated with ωB97M-V/def2-TZVPD.

## Properties
E_LUMO (alpha / beta): -2.19 / -1.84 eV
multiplicity: 1
HOMO (alpha / beta): -6.871 / -7.089 eV

Each atom is followed by the atoms it is bonded to, with distances in Å.
Cartesian coordinates (Å):
1 C 0.192 0.963 -1.061  N2 1.288, P4 1.900, H7 1.095
2 N 1.386 0.508 -0.902  C1 1.288, S6 1.669
3 O -0.853 -1.422 -0.307  P4 1.697, P5 1.557
4 P -1.428 0.166 -0.472  C1 1.900, O3 1.697
5 P 0.340 -2.316 0.141  O3 1.557, S6 2.157
6 S 1.899 -0.839 -0.060  N2 1.669, P5 2.157
7 H 0.172 1.992 -1.438  C1 1.095
8 H -0.905 0.115 1.818  no bonds
9 H -0.803 0.834 2.281  no bonds


What should be chosen as the most stable of them? Choose three.